1.
{
  "formula": "C32H54Br39N2O2",
  "method": "the ωB97M-V functional and the def2-TZVPD basis",
  "e_lumo_ev": -2.94,
  "charge": 1,
  "orbital_gap_ev": 8.0,
  "species": ["Br", "Br", "Br", "C", "Br", "H", "Br", "H", "H", "H", "H", "Br", "Br", "Br", "Br", "Br", "Br", "H", "H", "C", "H", "Br", "C", "C", "Br", "Br", "H", "H", "C", "C", "Br", "H", "H", "C", "H", "H", "H", "C", "C", "Br", "C", "H", "Br", "Br", "H", "C", "H", "H", "C", "H", "Br", "N", "Br", "H", "H", "Br", "Br", "C", "C", "Br", "Br", "C", "C", "Br", "H", "H", "H", "C", "Br", "Br", "H", "C", "Br", "O", "H", "Br", "H", "H", "C", "C", "Br", "H", "H", "H", "C", "Br", "C", "H", "H", "C", "H", "C", "H", "Br", "C", "H", "H", "H", "H", "Br", "H", "H", "C", "Br", "C", "Br", "H", "H", "C", "Br", "H", "C", "Br", "Br", "H", "Br", "C", "N", "H", "H", "H", "C", "H", "H", "O", "H", "C", "H", "H"],
  "coordinates": [[-7.200, 2.768, 6.808], [2.990, 3.476, 4.160], [2.375, 5.059, -7.154], [-5.458, 3.719, 2.801], [5.129, 7.987, -9.723], [-6.733, 1.932, -1.924], [-4.485, -8.328, 4.481], [1.252, 1.691, -1.774], [0.083, -5.839, -0.268], [1.043, -2.092, -0.002], [-7.646, 0.618, 5.658], [-5.258, -5.444, 2.918], [0.476, 3.445, -5.140], [-5.243, 4.305, 0.970], [3.647, 3.492, -4.668], [-1.591, 10.613, -2.780], [-6.195, 7.345, 3.616], [4.926, 1.377, 1.913], [-2.139, -5.285, 0.237], [-3.234, 9.972, -3.578], [-2.838, -3.059, 1.067], [-6.487, -0.231, 7.679], [-2.226, -4.472, -0.517], [2.113, 4.464, -5.336], [-7.108, 2.741, 3.049], [11.392, 1.829, 0.588], [2.007, 5.351, -4.721], [-4.647, -1.255, 0.118], [2.716, -3.600, -0.149], [-7.711, 0.905, 6.701], [4.473, -6.816, 1.480], [-6.177, 8.239, 5.930], [-7.661, 1.938, -0.406], [3.600, -8.472, 0.995], [4.520, -1.063, 0.724], [4.244, -9.280, 1.322], [2.835, -3.971, 0.896], [1.965, -1.771, -2.498], [2.149, -2.147, -0.029], [1.908, -8.685, 1.908], [4.872, -0.725, -0.273], [-7.473, -1.051, -2.557], [-1.899, 5.697, -2.193], [-4.185, 11.388, -4.490], [-2.929, -4.590, 3.040], [4.287, 1.491, 1.004], [5.881, -1.183, -0.409], [4.989, 1.364, -1.146], [-3.088, -3.269, 0.001], [3.358, 8.503, -11.380], [6.166, -1.148, 3.424], [1.419, -0.713, -3.408], [-6.292, 5.810, 6.426], [-5.900, 1.739, -0.266], [-5.019, -4.024, 0.665], [2.915, 6.086, -11.045], [3.406, -8.636, -0.923], [-0.764, -3.932, -0.845], [1.768, -4.629, -0.862], [0.006, 7.309, -4.200], [9.218, -1.939, 4.000], [3.356, 7.887, -10.489], [11.730, -0.076, 0.588], [-3.926, 2.710, 3.417], [-2.959, 9.239, -4.327], [-4.522, -1.353, -2.245], [3.020, 1.800, -1.742], [-6.578, -0.565, -2.099], [-4.696, -10.553, 6.777], [-3.777, 7.655, 5.696], [0.433, -4.577, 0.939], [-6.778, 1.481, -0.913], [-1.908, -9.072, 6.229], [-6.993, 0.071, -0.899], [-5.823, -2.601, -2.400], [2.017, 8.620, -9.298], [6.175, 0.959, 0.110], [3.336, 2.408, 6.374], [-0.261, 6.707, -2.381], [3.671, 2.137, 5.381], [5.605, 2.125, 5.418], [-0.358, 7.593, -1.764], [-3.291, -10.488, 4.734], [4.177, 2.581, 0.849], [-4.640, -3.465, -0.215], [8.491, 1.019, 3.007], [2.185, 1.082, -1.852], [1.093, -2.381, -2.171], [2.267, -5.623, -0.812], [-5.305, -2.036, -0.327], [-6.272, -2.006, 0.216], [-5.503, -1.695, -1.847], [1.776, 1.265, -4.011], [1.273, 5.720, -1.728], [-3.558, -9.722, 5.452], [-6.160, 0.124, -2.860], [1.530, -1.065, -4.365], [-4.769, -4.035, -1.156], [-0.775, -2.856, -0.565], [10.253, -1.069, -0.179], [-2.813, -2.344, -0.557], [8.132, -1.173, 1.910], [2.626, -1.166, -1.179], [-4.354, 9.072, -2.282], [-5.681, 7.386, 5.482], [12.194, -0.728, 2.349], [4.387, -2.049, -1.808], [-5.521, 4.610, 3.415], [5.107, 0.826, -0.185], [2.941, 0.385, 4.997], [3.282, 0.406, -3.634], [2.233, 0.528, -3.306], [-9.544, 0.631, 7.254], [-3.312, -5.019, 5.451], [-0.575, -3.962, -1.948], [-4.165, -2.524, 3.641], [8.019, -0.856, 2.940], [4.063, -1.178, -1.413], [3.719, -3.675, -0.616], [0.415, -0.565, -3.292], [1.599, -4.416, -1.939], [-3.792, -4.423, 3.675], [2.501, -1.741, 0.945], [-2.625, -4.865, -1.475], [2.101, 0.097, -0.824], [12.589, -0.244, -0.049], [0.362, -4.765, -0.156], [3.344, 0.959, 1.227], [2.641, -2.485, -3.011]],
  "lowdin_charge": [0.4893, 0.5664, 0.5869, -1.6085, 0.5660, 0.0878, 0.5137, 0.1388, 0.1103, 0.1073, -0.0452, 0.5841, 0.5754, 0.5718, 0.6098, 0.5532, 0.5993, 0.0388, 0.1085, -1.6272, 0.0734, 0.5686, -0.1752, -1.6161, 0.5713, 0.5573, -0.1090, 0.1086, -0.1772, -1.6154, 0.5693, -0.0272, 0.0844, -1.6183, 0.0839, -0.0281, 0.1008, -0.0195, -0.0905, 0.5657, -0.1982, 0.1222, 0.5585, 0.5827, -0.0376, -0.1133, 0.1220, 0.0886, -0.2224, -0.0292, 0.5573, 0.0850, 0.5415, 0.0442, 0.0214, 0.5500, 0.5658, -0.2179, -0.1974, 0.5891, 0.5660, -1.6214, -1.5934, 0.5654, -0.0415, 0.1012, 0.1078, -0.2258, 0.5736, 0.5795, 0.1245, -0.1250, 0.5518, -0.2080, 0.1029, 0.5493, 0.0961, -0.0288, -1.5838, -1.6019, 0.5513, -0.0380, -0.0308, 0.0692, -0.1961, 0.5460, -0.1461, 0.1068, 0.0705, -0.1958, 0.1118, -0.1655, 0.0393, 0.5778, -1.6133, 0.1085, 0.1878, 0.1005, 0.0800, 0.5707, 0.0959, -0.0813, -0.4678, 0.5532, -1.5923, 0.5586, 0.1045, -0.1080, -0.2035, 0.5421, 0.1306, -0.1385, 0.5772, 0.5712, 0.1029, 0.5918, -1.6034, 0.0193, 0.1070, 0.1955, 0.0896, -1.5855, 0.1175, 0.1084, -0.0471, -0.0293, -0.1904, 0.0626, 0.1513]
}

2.
{
  "formula": "C22H48BN4O",
  "method": "the ωB97M-V functional and the def2-TZVPD basis",
  "e_lumo_ev": -3.23,
  "charge": 1,
  "orbital_gap_ev": 6.7,
  "species": ["C", "H", "H", "H", "H", "H", "C", "H", "H", "C", "H", "H", "C", "H", "N", "H", "H", "H", "H", "C", "C", "B", "H", "H", "H", "H", "C", "C", "H", "O", "H", "H", "H", "H", "H", "C", "H", "H", "H", "H", "C", "C", "H", "H", "C", "C", "H", "H", "C", "C", "C", "H", "N", "H", "C", "H", "H", "H", "H", "H", "H", "N", "N", "C", "H", "C", "H", "H", "C", "C", "H", "H", "H", "H", "H", "C"],
  "coordinates": [[-2.270, 3.710, -0.081], [2.986, 3.519, 2.241], [-6.160, -1.287, -3.598], [-3.119, 3.472, 3.358], [3.486, 0.622, -0.175], [-2.238, -0.240, 0.645], [-2.523, 4.339, 3.067], [-1.005, 0.724, -0.181], [-3.173, 5.064, 2.579], [3.541, -0.655, 1.598], [-1.797, -0.584, -3.459], [3.213, 2.450, 0.870], [-3.479, -3.678, -3.476], [4.560, 2.784, 1.971], [-0.295, -2.299, -2.184], [-4.056, 1.228, -2.513], [-2.161, 4.806, 3.987], [5.775, 0.892, 2.278], [0.052, -4.534, 0.087], [3.041, 1.436, 2.797], [-4.843, -3.136, -3.547], [0.802, -2.961, -1.348], [4.976, 0.412, 5.200], [3.032, 1.783, 3.835], [-5.701, -3.848, -3.576], [-2.056, 3.118, -0.979], [-4.158, 0.818, -3.559], [-3.786, 3.888, 0.015], [-0.393, -2.792, -4.281], [1.265, -2.204, -0.240], [-1.088, -2.121, -1.538], [-4.189, 4.124, -0.974], [3.208, -5.332, -1.316], [1.748, -4.951, 0.478], [0.450, -1.817, 0.145], [-0.856, -3.136, -3.312], [5.674, -0.679, 3.056], [-4.057, 4.713, 0.672], [-1.395, 1.375, 2.209], [3.210, -3.981, -2.591], [-4.015, -0.741, -3.549], [-1.332, 3.957, 2.187], [-3.062, 1.781, 1.836], [-2.730, 0.999, -0.507], [5.234, 0.323, 3.047], [-5.124, -1.690, -3.566], [-3.307, -4.779, -3.450], [-4.293, 2.985, 0.363], [-2.002, 0.761, 0.271], [2.854, -4.296, -1.576], [4.064, -0.209, 0.230], [5.224, 1.998, 4.443], [3.816, 0.204, 2.740], [0.026, -1.412, -2.588], [-2.377, -2.729, -3.432], [3.961, -1.644, 1.813], [-0.586, 3.467, 2.823], [3.974, -1.035, -0.482], [1.990, 1.212, 2.583], [-1.812, 4.682, -0.287], [0.714, -6.130, -0.545], [-1.585, 3.086, 1.044], [1.359, -4.293, -1.573], [0.968, -5.065, -0.324], [-0.843, 4.872, 1.840], [-2.047, 1.761, 1.418], [6.577, 0.888, 4.632], [-3.267, 1.212, -4.127], [3.485, 2.604, 1.914], [5.509, 0.944, 4.410], [3.323, -3.608, -0.821], [-5.123, 1.119, -4.031], [5.116, 0.078, 0.261], [2.462, -0.821, 1.525], [-0.706, -4.233, -3.198], [-2.661, -1.290, -3.480]],
  "lowdin_charge": [-0.2471, 0.0728, 0.1151, 0.0688, 0.0558, 0.0693, -0.0820, 0.0684, 0.0580, -0.2574, 0.1080, 0.0519, -0.0256, 0.0703, 0.1741, 0.0716, 0.0762, 0.1013, 0.0949, -0.2476, -0.0415, -0.5398, 0.0811, 0.1038, 0.1078, 0.0949, -0.0480, -0.0826, 0.1540, 0.1464, 0.1790, 0.0725, 0.1091, 0.1101, 0.1186, -0.0704, 0.1185, 0.0578, 0.1187, 0.1000, -0.2231, -0.2470, 0.1057, 0.0460, -0.2716, -0.0125, 0.1125, 0.0672, -0.1018, -0.0721, -0.0831, 0.0660, -0.1936, 0.1790, -0.1968, 0.1120, 0.1064, 0.0522, 0.1062, 0.1189, 0.1071, -0.1956, -0.1104, -0.0489, 0.1148, -0.2690, 0.0756, 0.0871, -0.0806, -0.0876, 0.0887, 0.0873, 0.0726, 0.0885, 0.1359, -0.0227]
}

3.
{
  "formula": "C3H6N2O",
  "method": "the ωB97M-V functional and the def2-TZVPD basis",
  "e_lumo_ev": [-0.39, 0.00],
  "orbital_gap_ev": [6.7, 8.2],
  "relative_energy_kj_mol": 514.0,
  "species": ["O", "N", "H", "C", "H", "C", "H", "N", "C", "H", "H", "H"],
  "coordinates": [[0.015, 2.737, 0.627], [0.955, 0.810, -0.325], [-1.831, 0.904, 1.122], [-0.702, -0.601, 0.201], [0.901, -0.990, -1.371], [0.008, 1.577, 0.293], [-0.367, -2.569, -0.735], [-1.047, 0.653, 0.536], [0.612, -0.626, -0.394], [-1.243, -1.436, 0.603], [0.919, -1.744, 0.135], [1.783, 1.247, -0.697]],
  "lowdin_charge": [0.0813, 0.1064, 0.1651, -0.1435, 0.0690, -0.5231, 0.0451, 0.1392, -0.2639, 0.0590, 0.1143, 0.1512]
}

Question: What is the formula in the second record?
Answer: C22H48BN4O